(1)
An isolated molecule of C3H6N2O. Source: the Open Molecules 2025 dataset; level of theory: ωB97M-V with the def2-TZVPD basis set.

Element x y z (Å)
C  -0.9592  0.0583  -1.2427
C  -0.0617  -0.5521  -0.1102
N  -0.4871  -0.4733  1.3301
C  0.3125  0.3980  1.7827
O  1.2846  0.9070  0.9840
N  1.1750  0.2449  -0.3235
H  -0.2892  0.6132  -1.8762
H  -1.6381  0.8120  -0.9105
H  -1.5634  -0.6503  -1.8488
H  0.0205  -1.6328  -0.3189
H  0.3208  0.7500  2.7998
H  1.8854  -0.4749  -0.2658

Computed properties:
**E_HOMO**: -9.534 eV
**Electronic energy**: -8233.4465 eV
**Spin multiplicity**: 1
**Orbital gap**: 10.49 eV
**Largest force on an atom**: 2.5 eV/Å
**SMILES**: C[C@@H]1N=CON1
**LUMO level**: 0.96 eV

(2)
A cluster of 2 separate species, C3H6N2O in total. Source: the Open Molecules 2025 dataset; level of theory: ωB97M-V with the def2-TZVPD basis set.

Element x y z (Å)
C  0.4782  -1.5605  -0.0640
N  0.4323  -0.1532  0.2428
C  -0.0361  0.3930  1.3838
O  0.2066  1.5384  1.7252
H  1.4704  -1.9653  0.1740
H  -0.2766  -2.0862  0.5304
H  0.2658  -1.7111  -1.1268
H  1.0548  0.4623  -0.2564
H  -0.7410  -0.2944  1.8962
C  -0.9954  1.8315  -1.4931
N  -0.9287  1.2533  -2.4896
H  -0.9303  2.2923  -0.5226

Computed properties:
**E_HOMO**: -10.068 eV
**Electronic energy**: -8235.2423 eV
**Spin multiplicity**: 1
**Orbital gap**: 10.98 eV
**Largest force on an atom**: 1.1 eV/Å
**SMILES**: CNC=O.C#N
**LUMO level**: 0.91 eV

(3)
An isolated molecule of C3H6N2O. Source: the Open Molecules 2025 dataset; level of theory: ωB97M-V with the def2-TZVPD basis set.

Element x y z (Å)
C  -0.4405  1.7045  1.9511
N  0.4082  1.2139  0.8862
N  -0.0664  0.2163  0.1573
C  0.6447  -0.2148  -0.7978
C  0.1359  -1.3521  -1.5199
O  -0.7375  -2.0961  -1.1081
H  -0.3382  2.9532  1.9930
H  -0.0691  1.2539  2.9658
H  -1.5787  1.3008  1.6641
H  1.2661  1.7375  0.7400
H  1.4909  0.3092  -1.1551
H  0.6960  -1.6221  -2.4474

Computed properties:
**E_HOMO**: -8.804 eV
**Electronic energy**: -8233.0996 eV
**Spin multiplicity**: 1
**Orbital gap**: 9.12 eV
**Largest force on an atom**: 3.6 eV/Å
**SMILES**: CN/N=C/C=O
**LUMO level**: 0.32 eV

(4)
A structure of composition C3H6N2O. Source: the Open Molecules 2025 dataset; level of theory: ωB97M-V with the def2-TZVPD basis set.

Element x y z (Å)
C  1.0062  0.6509  0.0044
N  -0.2450  0.3101  -0.7296
C  -1.4835  0.5361  0.1825
C  0.4605  -0.7088  0.2423
N  0.7532  -1.9238  -0.0420
O  -1.8160  1.6696  0.4744
H  -0.2518  0.2196  -1.7420
H  1.6282  -2.2078  0.3946
H  -2.1863  -0.3018  0.0577
H  1.8859  0.6868  -0.6278
H  0.8673  1.4506  0.7248
H  -0.6188  -0.3815  1.0605

Computed properties:
**E_HOMO (alpha / beta)**: -8.288 / -8.289 eV
**Electronic energy**: -8231.0108 eV
**Spin multiplicity**: 1
**Orbital gap (alpha / beta)**: 8.79 / 8.79 eV
**Largest force on an atom**: 1.5 eV/Å
**LUMO level (alpha / beta)**: 0.50 / 0.50 eV

(5)
An isolated molecule of C3H6N2O. Source: the Open Molecules 2025 dataset; level of theory: ωB97M-V with the def2-TZVPD basis set.

Element x y z (Å)
O  -1.8352  0.6535  1.4252
N  -1.1443  -0.5582  1.2311
C  -0.2244  -0.3177  0.3992
C  0.9531  -1.0252  -0.2492
N  1.4009  0.3142  -0.7037
C  0.0589  0.8611  -0.4631
H  -2.5757  0.4129  1.9928
H  0.7033  -1.7019  -1.0814
H  1.6187  -1.5257  0.4538
H  1.7533  0.3855  -1.6531
H  -0.7125  0.5982  -1.2137
H  0.0041  1.9032  -0.1379

Computed properties:
**E_HOMO**: -9.176 eV
**Electronic energy**: -8232.8062 eV
**Spin multiplicity**: 1
**Orbital gap**: 10.16 eV
**Largest force on an atom**: 1.2 eV/Å
**SMILES**: ON=C1CNC1
**LUMO level**: 0.98 eV

(6)
A structure of composition C3H6N2O. Source: the Open Molecules 2025 dataset; level of theory: ωB97M-V with the def2-TZVPD basis set.

Element x y z (Å)
C  -1.9988  -0.2409  -0.9448
N  -0.7793  -0.6910  -1.3335
C  -0.0300  0.1070  -0.5282
N  1.0659  -0.4304  0.1492
C  2.0768  0.3143  0.7047
O  2.9588  -0.1453  1.3900
H  -1.2655  0.7175  -0.0587
H  -2.7973  -0.1537  -1.6933
H  -2.3712  -0.5145  0.0432
H  0.1621  1.1183  -0.8845
H  1.0643  -1.4217  0.3542
H  1.9932  1.3904  0.4606

Computed properties:
**E_HOMO**: -9.381 eV
**Electronic energy**: -8232.1801 eV
**Spin multiplicity**: 1
**Orbital gap**: 9.53 eV
**Largest force on an atom**: 0.4 eV/Å
**LUMO level**: 0.15 eV

(7)
An isolated molecule of C3H6N2O. Source: the Open Molecules 2025 dataset; level of theory: ωB97M-V with the def2-TZVPD basis set.

Element x y z (Å)
C  -0.4985  1.1143  -1.3138
C  0.5694  0.4109  -0.5804
N  1.8046  0.0366  -0.9326
O  2.0061  -0.5636  0.3211
N  0.6767  -0.1243  0.7204
C  -0.2472  -0.9828  1.3908
H  -1.5025  0.4898  -1.2694
H  -0.9137  2.0296  -0.7977
H  -0.2303  1.1686  -2.3723
H  0.3727  -1.7056  2.0061
H  -0.9764  -0.3432  2.0850
H  -1.0609  -1.5304  0.7428

Computed properties:
**E_HOMO**: -9.337 eV
**Electronic energy**: -8231.3085 eV
**Spin multiplicity**: 1
**Orbital gap**: 10.16 eV
**Largest force on an atom**: 3.3 eV/Å
**SMILES**: Cc1non1C
**LUMO level**: 0.82 eV

(8)
A cluster of 2 separate species, C3H6N2O in total. Source: the Open Molecules 2025 dataset; level of theory: ωB97M-V with the def2-TZVPD basis set.

Element x y z (Å)
C  1.6086  0.6361  0.9840
C  -0.8185  0.5248  -1.3953
C  -0.9469  -0.8173  0.6416
N  1.0062  -0.2047  1.6320
N  -0.6508  -0.6400  -0.6508
O  -1.1701  1.5992  -0.9636
H  2.6395  0.9708  1.3058
H  1.5604  0.9404  -0.0032
H  -0.6353  0.2119  -2.5635
H  -0.9846  -1.7276  1.0217
H  -1.5624  -0.0774  1.0994
H  -0.0460  -1.4163  -1.1081

Computed properties:
**E_HOMO (alpha / beta)**: -8.046 / -7.547 eV
**Electronic energy**: -8232.0126 eV
**Spin multiplicity**: 1
**Orbital gap (alpha / beta)**: 8.25 / 7.73 eV
**Largest force on an atom**: 5.5 eV/Å
**LUMO level (alpha / beta)**: 0.21 / 0.18 eV

(9)
A cluster of 3 separate species, C3H6N2O in total. Source: the Open Molecules 2025 dataset; level of theory: ωB97M-V with the def2-TZVPD basis set.

Element x y z (Å)
N  2.3376  0.2365  -1.7260
C  1.8281  0.4600  -0.7101
C  1.0424  0.7890  0.4812
O  1.1356  0.1603  1.5052
H  0.4978  1.7291  0.4476
H  -0.3703  -1.2161  1.2838
H  0.2651  -1.1726  1.7146
C  -1.0460  -0.1246  -0.8824
N  -1.5015  -0.8128  0.0855
H  -0.5724  -0.6493  -1.7075
H  -1.4324  0.8655  -1.1202
H  -2.1841  -0.2649  0.6284

Computed properties:
**E_HOMO**: -10.194 eV
**Electronic energy**: -8231.4430 eV
**Spin multiplicity**: 1
**Orbital gap**: 9.52 eV
**Largest force on an atom**: 1.8 eV/Å
**SMILES**: N#CC=O.[H][H].C=N
**LUMO level**: -0.67 eV

(10)
A structure of composition C3H6N2O. Source: the Open Molecules 2025 dataset; level of theory: ωB97M-V with the def2-TZVPD basis set.

Element x y z (Å)
C  0.0642  -0.5779  -0.1232
C  -2.2383  -0.6976  0.2062
C  1.7498  1.2806  -0.3298
N  -1.0666  -0.7529  -0.5668
N  1.2721  -0.4583  0.0276
O  2.2239  -1.2737  0.4044
H  -2.8648  -1.5536  -0.1705
H  -2.6625  0.3388  0.2583
H  -2.0007  -0.9830  1.2660
H  2.4871  1.4454  0.3706
H  2.0233  1.2586  -1.3028
H  1.0126  1.9735  -0.0400

Computed properties:
**E_HOMO (alpha / beta)**: -5.437 / -10.174 eV
**⟨S²⟩**: 2.027
**Electronic energy**: -8227.7902 eV
**Spin multiplicity**: 3
**Orbital gap (alpha / beta)**: 6.18 / 8.29 eV
**Largest force on an atom**: 3.6 eV/Å
**LUMO level (alpha / beta)**: 0.74 / -1.89 eV

(11)
The ion C3H6N2O2 with charge -1. Source: the Open Molecules 2025 dataset; level of theory: ωB97M-V with the def2-TZVPD basis set.

Element x y z (Å)
O  -2.0594  0.5627  1.3442
C  -1.1748  -0.3386  1.5159
C  0.2447  -0.1268  1.0133
N  0.3386  0.8686  -0.0366
C  0.6287  0.6804  -1.3535
N  0.2226  -0.5681  -1.7858
O  1.1618  1.5102  -2.0667
H  -1.3650  -1.2145  2.1559
H  0.6460  -1.1127  0.7530
H  0.9271  0.1189  1.8422
H  0.0140  1.7527  0.3027
H  0.7104  -1.0043  -2.5516
H  -0.2946  -1.1286  -1.1331

Computed properties:
**E_HOMO (alpha / beta)**: 0.112 / -3.552 eV
**⟨S²⟩**: 0.753
**Electronic energy**: -10282.9870 eV
**Spin multiplicity**: 2
**Orbital gap (alpha / beta)**: 3.98 / 7.54 eV
**Largest force on an atom**: 1.6 eV/Å
**LUMO level (alpha / beta)**: 4.09 / 3.99 eV
**Charge**: -1

(12)
An isolated molecule of C3H6N2O2. Source: the Open Molecules 2025 dataset; level of theory: ωB97M-V with the def2-TZVPD basis set.

Element x y z (Å)
H  1.6668  -0.0540  -2.1929
N  1.0704  -0.1289  -1.3731
C  1.6324  0.4171  -0.3796
O  1.0739  0.5122  0.8352
C  0.0140  -0.3719  1.2128
C  -1.2210  -0.5326  0.3299
N  -1.6626  0.5946  -0.3197
O  -1.8485  -1.5719  0.3940
H  2.6129  0.9059  -0.3709
H  0.4086  -1.3724  1.4052
H  -0.3453  0.0598  2.1508
H  -2.4544  0.3943  -0.9156
H  -0.9472  1.1478  -0.7762

Computed properties:
**E_HOMO**: -9.871 eV
**Electronic energy**: -10283.3267 eV
**Spin multiplicity**: 1
**Orbital gap**: 10.64 eV
**Largest force on an atom**: 0.6 eV/Å
**SMILES**: [H]/N=C/OCC(N)=O
**LUMO level**: 0.77 eV

(13)
An isolated molecule of C3H6N2O2. Source: the Open Molecules 2025 dataset; level of theory: ωB97M-V with the def2-TZVPD basis set.

Element x y z (Å)
N  0.0696  -0.1462  -2.0751
C  1.0848  -0.1632  -1.0378
C  0.4459  -0.8645  0.1568
O  0.8388  -1.8863  0.6823
N  -0.5922  -0.1710  0.7500
C  -0.8594  1.2436  0.5904
O  -1.0187  2.0144  1.4773
H  -0.7183  -0.7369  -1.8532
H  0.4697  -0.3479  -2.9787
H  1.5786  0.7836  -0.7152
H  1.8981  -0.8692  -1.2744
H  -0.8541  -0.6443  1.6096
H  -1.0827  1.2827  -0.4925

Computed properties:
**E_HOMO**: -9.846 eV
**Electronic energy**: -10283.0083 eV
**Spin multiplicity**: 1
**Orbital gap**: 10.53 eV
**Largest force on an atom**: 2.8 eV/Å
**SMILES**: NCC(=O)NC=O
**LUMO level**: 0.68 eV

(14)
An isolated molecule of C3H6N2O2. Source: the Open Molecules 2025 dataset; level of theory: ωB97M-V with the def2-TZVPD basis set.

Element x y z (Å)
C  0.0700  -1.7371  -0.4419
N  0.6448  -0.4407  -0.1317
N  1.9294  -0.2237  0.0454
O  2.2947  0.9586  0.0659
C  -0.3077  0.7552  -0.3553
C  -0.9314  1.3831  0.7913
O  -1.6300  0.5171  -0.0923
H  0.1689  -2.5172  0.4387
H  -0.9263  -1.6766  -0.6599
H  0.5678  -2.0516  -1.2727
H  -0.0822  1.4119  -1.1819
H  -0.5739  1.1987  1.8147
H  -1.2241  2.4222  0.9796

Computed properties:
**E_HOMO**: -9.281 eV
**Electronic energy**: -10278.7315 eV
**Spin multiplicity**: 1
**Orbital gap**: 10.15 eV
**Largest force on an atom**: 4.8 eV/Å
**SMILES**: CN(N=O)[C@@H]1CO1
**LUMO level**: 0.87 eV

(15)
An isolated molecule of C3H6N2O2. Source: the Open Molecules 2025 dataset; level of theory: ωB97M-V with the def2-TZVPD basis set.

Element x y z (Å)
H  0.9570  -1.4208  1.9862
N  1.0582  -0.7059  1.2643
C  0.0201  -0.2975  0.6753
C  -1.3946  -0.0458  1.4538
N  -0.1291  0.1519  -0.5800
C  1.0203  0.1237  -1.5600
O  2.0670  -0.4880  -1.5372
O  0.7446  0.9439  -2.5943
H  -1.3695  0.9872  1.8052
H  -2.2664  -0.1852  0.8131
H  -1.4399  -0.7457  2.2885
H  -0.7455  0.9200  -0.7939
H  1.4777  0.7622  -3.2211

Computed properties:
**E_HOMO**: -8.996 eV
**Electronic energy**: -10283.1087 eV
**Spin multiplicity**: 1
**Orbital gap**: 9.60 eV
**Largest force on an atom**: 5.7 eV/Å
**SMILES**: [H]/N=C(\C)NC(=O)O
**LUMO level**: 0.60 eV

(16)
A structure of composition C3H6N2O2. Source: the Open Molecules 2025 dataset; level of theory: ωB97M-V with the def2-TZVPD basis set.

Element x y z (Å)
N  -1.7023  -0.3200  -0.7054
C  -0.5659  0.1414  -0.0721
O  -0.7610  1.4703  0.2303
C  -0.0201  -0.8218  0.9645
O  1.3359  -0.4868  0.9319
C  1.3987  0.1630  -0.2826
N  2.5553  0.4870  -0.6694
H  -2.4027  0.3392  -1.0156
H  -1.9956  -1.2791  -0.5992
H  -0.1737  -1.8453  0.5940
H  -0.4372  -0.7077  1.9660
H  0.1265  1.8448  0.1863
H  2.6423  1.0149  -1.5288

Computed properties:
**E_HOMO**: -8.490 eV
**Electronic energy**: -10280.9097 eV
**Spin multiplicity**: 1
**Orbital gap**: 9.27 eV
**Largest force on an atom**: 0.9 eV/Å
**LUMO level**: 0.78 eV

(17)
A cluster of 2 separate species, C3H6N2O2 in total. Source: the Open Molecules 2025 dataset; level of theory: ωB97M-V with the def2-TZVPD basis set.

Element x y z (Å)
C  -0.4944  -0.9181  0.1490
N  -1.4943  -0.1208  0.0974
O  -2.2142  0.0546  -0.9174
O  -1.8724  0.5337  1.2809
H  -0.4567  -1.5556  -0.7566
H  0.1164  -1.2198  1.0267
H  -2.7822  0.5395  1.0617
C  2.2630  -0.0010  0.1309
C  1.2291  0.6782  -0.2821
N  0.5373  1.5005  -0.8655
H  3.2707  0.1023  -0.3545
H  2.0749  -0.7036  0.8728
H  -0.1773  1.1102  -1.4434

Computed properties:
**E_HOMO (alpha / beta)**: -8.815 / -8.815 eV
**Electronic energy**: -10277.3909 eV
**Spin multiplicity**: 1
**Orbital gap (alpha / beta)**: 8.83 / 8.83 eV
**Largest force on an atom**: 2.7 eV/Å
**SMILES**: C=[N+]([O-])O.C=C=N
**LUMO level (alpha / beta)**: 0.02 / 0.02 eV

(18)
A cluster of 2 separate species, C3H6N2O2 in total. Source: the Open Molecules 2025 dataset; level of theory: ωB97M-V with the def2-TZVPD basis set.

Element x y z (Å)
O  -0.6360  -2.0601  -0.2960
C  -0.5123  -0.7225  -0.3197
N  0.4028  0.0387  -0.8802
N  -0.0185  1.3265  -0.7434
C  -1.1427  1.3806  -0.1209
C  -1.5998  0.0453  0.2736
H  0.1272  -2.4662  -0.7765
H  -1.5611  2.3838  -0.0001
H  -1.8359  -0.0703  1.2579
H  -2.6499  -0.0872  -0.0751
O  3.4712  -0.0374  0.2003
H  2.7460  -0.3659  -0.3408
H  3.8799  0.5880  -0.5061

Computed properties:
**E_HOMO**: -9.532 eV
**Electronic energy**: -10281.5751 eV
**Spin multiplicity**: 1
**Orbital gap**: 10.06 eV
**Largest force on an atom**: 3.6 eV/Å
**SMILES**: OC1=NN=CC1.O
**LUMO level**: 0.53 eV

(19)
An isolated molecule of C3H6N2O2. Source: the Open Molecules 2025 dataset; level of theory: ωB97M-V with the def2-TZVPD basis set.

Element x y z (Å)
H  3.0052  -0.7966  -1.5227
N  2.1828  -0.7805  -0.9243
C  1.8965  0.4136  -0.6287
O  0.8600  0.7658  0.1543
C  0.0639  -0.2738  0.6510
C  -1.2560  -0.1884  0.4481
N  -1.8720  0.7776  -0.3291
O  -2.1640  -1.0624  0.9563
H  2.4292  1.3196  -0.9325
H  0.5773  -1.1022  1.1246
H  -2.7623  1.0817  0.0422
H  -1.2561  1.5464  -0.5550
H  -1.7045  -1.7009  1.5158

Computed properties:
**E_HOMO**: -8.016 eV
**Electronic energy**: -10282.4028 eV
**Spin multiplicity**: 1
**Orbital gap**: 8.86 eV
**Largest force on an atom**: 0.4 eV/Å
**SMILES**: [H]/N=C/O/C=C(\N)O
**LUMO level**: 0.84 eV

(20)
An isolated molecule of C3H6N2O2. Source: the Open Molecules 2025 dataset; level of theory: ωB97M-V with the def2-TZVPD basis set.

Element x y z (Å)
C  0.2304  -0.9021  -1.8747
C  0.0409  0.3777  -1.1304
O  -0.0555  1.4697  -1.6058
C  -0.1240  0.3217  0.6036
N  -0.3447  1.5270  1.1377
N  0.2448  -0.8168  0.9099
O  0.0659  -0.6618  2.5884
H  -0.4982  -1.6314  -1.5278
H  1.2198  -1.2923  -1.6398
H  0.1329  -0.7321  -2.9459
H  -0.3502  1.5711  2.1452
H  -0.3425  2.3246  0.5209
H  -0.2196  -1.5553  2.8187

Computed properties:
**E_HOMO**: -9.625 eV
**Electronic energy**: -10280.8611 eV
**Spin multiplicity**: 1
**Orbital gap**: 10.33 eV
**Largest force on an atom**: 6.1 eV/Å
**SMILES**: CC(=O)/C(N)=N/O
**LUMO level**: 0.71 eV